Entry 1:
The following is a DFT calculation (the ωB97M-V functional and the def2-TZVPD basis) of 9 unconnected molecules or ions with the total composition C30H81N3O18 in a non-equilibrium geometry.

Each line ends with the Löwdin charge.
Element x y z (Å)
1 H 1.12963 0.82676 -3.56314  0.06
2 H 0.61869 1.77297 -4.96924  0.09
3 O 0.52133 2.80017 2.11027  -0.06
4 H 1.04580 3.60930 2.07844  0.09
5 H -2.15663 3.95048 3.62223  0.12
6 H -6.01676 6.23170 3.83605  0.08
7 H -1.31039 -4.10102 -2.99683  0.02
8 H -4.77023 2.49718 0.00020  0.12
9 C 1.24708 2.73538 4.46627  -0.25
10 H 4.35221 1.96260 -4.56034  0.08
11 C -2.85282 -7.16120 -1.27039  -0.14
12 O -3.62825 4.04375 0.60070  -0.21
13 H -1.49389 3.76212 -1.83242  0.11
14 H -3.42550 -0.02570 4.33376  0.13
15 H 0.23724 -2.21097 0.31446  0.14
16 H 2.58221 2.35833 -2.40467  0.11
17 C -1.96349 -1.83537 -2.08715  -0.22
18 H -1.56691 -1.20953 -2.89802  0.12
19 O -1.75146 -0.76892 3.42859  -0.23
20 O 5.80829 1.59863 -2.53292  -0.05
21 H 3.88365 -1.31739 -3.10730  0.06
22 H -1.13306 -2.10848 -1.42836  0.08
23 H 4.82412 3.47784 -2.70103  0.13
24 H -2.46186 -0.20281 -0.80898  0.09
25 H -3.01532 -8.16509 -1.69187  0.08
26 H -1.60485 2.91412 -0.31101  0.11
27 H 2.18151 1.75960 2.84047  0.12
28 C -2.94545 3.42201 4.17063  -0.21
29 H 3.93338 -0.82160 2.27435  0.10
30 C -1.12793 -1.60610 4.36607  -0.11
31 H 3.04340 -3.37376 4.38767  0.07
32 H -0.04369 -1.97634 -3.89510  0.09
33 C -1.61510 2.75744 -1.38948  -0.17
34 O -0.66447 1.92829 -3.38276  -0.16
35 H -6.24158 4.65268 3.16453  0.09
36 H -2.06517 5.29186 -0.18867  0.08
37 H -3.64861 4.16543 -2.35284  0.12
38 H 0.05840 -6.52982 -3.79732  0.12
39 H -0.77222 -2.53351 3.92282  0.09
40 H 0.27105 3.04108 4.84271  0.11
41 H 1.49121 -0.05081 1.39629  0.09
42 H 1.84470 -2.12334 2.26795  0.10
43 H -4.07839 0.44073 -1.79933  0.04
44 C -3.99534 3.30540 -1.76250  -0.20
45 H 1.54354 -4.59781 -3.13253  0.12
46 H -3.69376 5.91567 -0.38422  0.10
47 C -3.07622 5.26825 0.24457  -0.14
48 H -2.85640 5.85668 1.14434  0.08
49 C 3.43450 1.83828 -2.84213  -0.22
50 O -2.37540 -3.08530 -2.62608  -0.06
51 H 3.13821 -0.88173 3.87483  0.12
52 H 1.04573 0.81040 0.02008  0.11
53 O -3.97414 -0.47016 -2.10596  -0.08
54 H 1.03061 -2.73746 -4.99211  0.13
55 O -4.24826 5.27898 3.36829  -0.20
56 C 6.33543 -1.96058 -1.20143  -0.23
57 H 7.93628 -1.09187 -1.84457  0.09
58 C -4.55478 3.50836 -0.34557  -0.18
59 H 3.33797 0.76745 -2.66194  0.09
60 H 6.41624 -3.04263 -1.34648  0.12
61 O 2.44443 -0.58084 -0.32232  -0.07
62 C 4.70841 2.45671 -2.32475  -0.26
63 H 6.48360 1.77564 -1.87209  0.09
64 O 3.43284 2.01479 -4.28212  -0.08
65 H -5.81665 5.95032 2.11921  0.08
66 C 0.74144 -3.86657 -3.07561  -0.17
67 N -2.93649 2.31460 -1.83914  -0.07
68 C -5.59339 5.53613 3.10178  -0.13
69 O 2.23412 3.75203 4.48229  -0.05
70 H -0.62091 0.84897 -1.55771  0.10
71 H -1.78556 -1.71690 5.23627  0.09
72 C 3.64559 -1.46439 3.10843  -0.22
73 O 7.68583 -1.52474 -1.02269  -0.06
74 H 0.74773 1.01571 3.28331  0.10
75 H 4.45345 2.67838 -1.27415  0.12
76 H 1.75906 4.55913 4.70348  0.09
77 H -0.03332 -1.08616 -1.02986  0.08
78 C -2.44583 0.33052 4.00291  -0.20
79 H -3.71536 5.15215 5.33264  0.12
80 H 3.42869 -2.97569 -3.08007  0.09
81 O -2.88859 -6.26538 -2.34763  -0.20
82 O -1.04639 -0.74863 0.76144  -0.06
83 H 0.34182 2.33944 -1.53949  0.11
84 H 2.23436 -0.65275 -1.25983  0.05
85 C -2.78580 1.34092 2.91491  -0.20
86 H -3.69725 -6.97817 -0.60630  0.08
87 C 0.85609 -2.59294 -3.92127  -0.17
88 C 0.26396 1.16386 -4.13755  -0.07
89 H -2.42886 -6.22611 -4.28020  0.13
90 H -4.89526 3.04591 -2.33313  0.12
91 H 1.57308 1.90480 5.11019  0.12
92 H -3.44088 -1.64391 -0.47244  0.13
93 H -0.16225 -6.15160 -2.08186  0.12
94 H -3.27891 -2.97826 -2.95092  0.12
95 H -1.95679 -7.20330 -0.64161  0.08
96 C -1.92018 -6.55160 -3.37853  -0.19
97 C -0.55963 -5.96534 -3.08570  -0.22
98 C -2.97102 -1.05563 -1.26639  -0.22
99 C -3.99010 4.46749 4.52013  -0.21
100 N -3.66709 2.39041 3.43412  -0.04
101 H -2.80676 1.88136 -2.74378  0.11
102 C 5.51309 -1.68727 0.04360  -0.22
103 H -3.35973 0.80024 2.15542  0.13
104 H -4.92549 4.01162 4.85573  0.12
105 C -0.53598 1.84976 -1.99207  -0.22
106 H 3.56639 -2.06189 -4.57572  0.10
107 H -0.96838 -0.92790 1.69944  0.06
108 H 3.20307 -3.30648 1.91823  0.12
109 H 0.58413 -3.53403 -2.04208  0.11
110 H -0.21727 -1.19842 4.84020  0.08
111 C 3.16888 -2.01646 -3.55134  -0.13
112 H 5.40677 -2.43009 3.28520  0.07
113 H -1.82457 -7.64446 -3.36874  0.11
114 H -4.00644 2.86585 2.59926  0.09
115 H 5.80786 -1.54124 -2.06073  0.10
116 H 5.32154 -0.64065 0.29239  0.11
117 H -1.85450 0.71374 4.83701  0.12
118 N -0.51270 -4.54889 -3.43614  -0.07
119 H -1.92225 1.72546 2.36021  0.11
120 H -0.23457 0.28919 -4.56666  0.08
121 H 4.55988 -2.21246 0.03034  0.11
122 O 4.78363 -1.95988 3.85905  -0.08
123 O 6.22423 -2.18114 1.20825  -0.09
124 O 1.83377 -1.70680 -3.37619  -0.22
125 H 7.05218 -1.68524 1.13875  0.08
126 C 1.14818 2.01728 3.11349  -0.26
127 C 2.77404 -2.58355 2.61367  -0.22
128 C 1.23937 -0.21618 0.34791  -0.22
129 H -5.48115 4.08793 -0.35899  0.12
130 O 2.34277 -3.40202 3.72166  -0.09
131 H -2.54763 3.03216 5.11024  0.11
132 C 0.10553 -1.15918 0.05271  -0.25

Values from the calculation:
Electronic energy (eV): -73739.5443
Energy above the lowest of the compared OMol25 structures with the same formula, charge and spin (eV): 1.9676
Highest occupied orbital energy (eV): -8.09
Orbital gap (eV): 8.29

***

Entry 2:
The following is a DFT calculation (the ωB97M-V functional and the def2-TZVPD basis) of 9 unconnected molecules or ions with the total composition C30H81N3O9 in a non-equilibrium geometry.

Each line ends with the Löwdin charge.
Element x y z (Å)
1 H 16.61436 8.82911 12.81178  0.12
2 H 18.75329 13.03308 6.49232  0.08
3 O 20.25796 14.06145 13.72684  -0.07
4 H 17.71582 13.11136 7.89218  0.06
5 H 12.90564 13.41501 7.16744  0.09
6 H 9.80559 18.04484 7.05804  0.07
7 H 17.91954 10.76432 5.91718  0.12
8 N 17.45363 21.68548 12.32520  0.03
9 H 9.25194 12.92356 7.63422  0.08
10 H 18.24092 21.76956 12.95228  0.07
11 H 10.31568 15.77542 8.20960  0.12
12 H 16.77526 10.82581 7.19984  0.11
13 H 14.39026 15.61800 5.60942  0.14
14 H 9.58712 18.79618 8.59857  0.08
15 H 16.71838 14.22579 11.63656  0.06
16 H 16.35236 20.67689 10.09822  0.12
17 O 18.82260 11.28660 7.68232  -0.18
18 H 13.87102 10.09667 12.75158  0.07
19 C 16.19696 20.06071 10.98380  -0.20
20 H 11.93114 15.98892 14.25072  0.08
21 C 12.96650 14.13325 6.34980  -0.05
22 H 15.30146 19.18594 8.73588  0.09
23 H 20.02848 8.80870 7.47056  0.07
24 H 19.23058 8.03592 11.57268  0.09
25 H 15.28776 20.42892 11.45908  0.13
26 H 16.09373 15.60931 10.77014  0.08
27 C 14.84548 13.77317 10.78272  -0.46
28 N 15.77656 10.53757 10.00893  0.06
29 C 21.74246 12.54894 12.63648  -0.03
30 H 10.75704 15.67424 10.59566  0.06
31 H 18.28534 19.92600 11.52712  0.13
32 C 8.91570 14.70652 13.73140  -0.05
33 C 17.18116 19.45731 13.26560  -0.06
34 H 21.52248 14.76799 12.36950  0.13
35 H 7.52264 11.27871 9.41008  0.10
36 H 10.91822 11.46120 11.04572  0.06
37 O 14.33878 15.49905 7.61832  -0.06
38 C 18.66726 12.71942 7.53268  -0.08
39 C 10.10992 10.98776 10.48840  -0.05
40 H 13.49274 15.94322 7.71068  0.05
41 H 17.72622 8.78256 8.15950  0.12
42 C 9.47552 16.75725 15.01132  -0.08
43 H 14.05476 18.53240 9.82346  0.08
44 H 10.23634 17.28677 15.58482  0.07
45 H 20.02522 9.55352 12.43174  0.08
46 H 12.73960 13.68303 5.38340  0.09
47 H 9.48758 10.62456 11.30624  0.08
48 H 15.19982 17.44614 9.29030  0.07
49 H 10.27092 14.93201 15.52896  0.13
50 C 20.90630 13.88089 12.51602  -0.47
51 C 9.58690 17.82531 8.10307  -0.05
52 H 16.86578 8.53321 11.03870  0.12
53 N 16.82433 8.36518 6.35266  0.04
54 C 16.85400 9.26834 11.84340  -0.16
55 C 14.24790 14.86417 6.38374  -0.49
56 C 15.75292 10.28535 11.45830  -0.39
57 O 8.36200 10.93859 9.09168  -0.05
58 O 11.83514 17.16291 8.63428  -0.07
59 C 13.39474 14.32941 10.77666  -0.04
60 H 13.10868 14.51814 11.81138  0.07
61 C 15.80030 14.75338 11.37790  -0.03
62 H 19.82238 13.22481 13.90552  0.09
63 C 9.95760 12.49636 8.34674  -0.04
64 H 12.61474 13.63239 10.47028  0.06
65 O 11.20004 15.54076 13.81916  -0.07
66 H 21.16242 11.65459 12.40892  0.05
67 H 15.39278 13.02325 6.87156  0.06
68 H 22.56790 12.50508 11.92598  0.07
69 C 17.80461 10.54384 6.97844  -0.21
70 H 19.00573 13.12168 11.65436  0.07
71 C 19.25454 8.46128 6.78612  -0.07
72 C 19.72116 13.93607 11.54022  -0.06
73 H 16.70070 10.66508 9.62186  0.06
74 C 15.11198 18.49852 9.56028  -0.11
75 H 9.13594 16.15422 10.20636  0.08
76 C 17.86146 9.01345 7.10286  -0.44
77 H 8.56885 17.43593 8.11092  0.08
78 C 19.18738 8.87648 12.26528  -0.12
79 H 12.00500 17.53271 7.76480  0.09
80 H 15.43248 13.37620 5.24794  0.08
81 H 10.66208 13.25753 8.68200  0.05
82 H 18.12490 19.30954 13.79058  0.07
83 H 22.25652 12.35439 13.57776  0.07
84 H 16.73507 8.53800 5.36158  0.07
85 H 8.57936 15.20477 12.82216  0.07
86 H 7.99946 14.46787 14.27148  0.08
87 C 14.26770 9.90084 11.75540  -0.06
88 H 19.13503 14.83631 11.72490  0.08
89 C 17.34612 20.26823 11.96172  -0.43
90 C 15.45722 13.88738 6.21032  -0.04
91 O 15.20044 13.46080 9.45180  -0.08
92 H 18.91916 8.46157 13.23688  0.08
93 H 8.67418 12.62759 10.10573  0.13
94 H 13.21938 15.25244 10.22406  0.06
95 O 15.99780 18.69408 10.63310  -0.19
96 H 10.51428 11.76376 7.76234  0.08
97 C 10.16801 16.50485 10.20680  -0.04
98 H 9.25738 13.70534 13.46876  0.07
99 H 13.55148 10.53120 11.22834  0.05
100 H 15.53076 15.10242 12.37470  0.09
101 H 19.68696 8.81016 5.84836  0.07
102 O 18.20762 9.80757 11.92320  -0.22
103 H 10.28042 17.37020 10.85998  0.09
104 H 16.59390 19.88147 14.08004  0.07
105 C 9.98004 15.39933 14.58816  -0.46
106 H 16.41688 14.39288 6.31824  0.08
107 H 16.83074 18.43395 13.13122  0.07
108 H 14.95036 14.22811 8.93190  0.04
109 H 17.76740 22.12467 11.47152  0.06
110 H 14.75234 12.84868 11.35260  0.11
111 H 16.66200 7.37489 6.46702  0.07
112 H 19.21548 7.37873 6.66508  0.07
113 H 16.07690 11.19866 11.95728  0.12
114 H 19.44674 13.16094 8.15362  0.08
115 H 15.42280 11.46031 9.80038  0.03
116 H 9.23408 17.44670 14.20234  0.08
117 H 10.62936 10.21062 9.92774  0.09
118 H 8.66856 16.77494 15.74384  0.08
119 H 12.16160 14.84180 6.54522  0.07
120 C 10.49550 16.72053 8.72197  -0.47
121 H 20.14720 13.91308 10.53720  0.07
122 H 13.99006 8.86795 11.54526  0.07
123 C 9.24448 11.86782 9.57134  -0.51

Values from the calculation:
Electronic energy (eV): -55316.9347
Energy above the lowest of the compared OMol25 structures with the same formula, charge and spin (eV): 1.3500
Highest occupied orbital energy (eV): -8.67
Orbital gap (eV): 9.13

***

energy above the lowest of the compared OMol25 structures with the same formula, charge and spin of number 1 (C30H81N3O18)? 1.9676 eV

***

The highest orbital gap belongs to which entry? C30H81N3O9